Record 1
A cluster of 6 separate species, C39H62BFN3O21 in total at a distorted geometry. Source: the Open Molecules 2025 dataset; level of theory: ωB97M-V with the def2-TZVPD basis set.

Last column: Löwdin charge in e.
CARTESIAN COORDINATES (ANGSTROEM)
C 0.750 -2.530 0.724  -0.06
O 1.898 -2.833 -0.050  -0.14
C 2.521 -1.696 -0.580  -0.14
C 1.583 -0.767 -1.323  -0.03
C 1.624 0.602 -1.073  0.03
C 2.579 1.205 -0.080  -0.46
O 2.161 1.693 0.925  0.18
O 3.874 1.149 -0.365  0.21
B 4.364 1.199 -1.706  -0.58
C 4.574 2.597 -2.382  0.05
O 4.653 0.011 -2.299  0.20
C 0.768 1.482 -1.737  -0.18
N 0.748 2.895 -1.570  0.13
C -0.142 0.944 -2.618  0.08
N -0.195 -0.372 -2.853  0.05
C -1.235 -0.849 -3.814  -0.03
C -2.589 -0.304 -3.435  -0.24
C -3.040 -0.425 -2.127  -0.03
C -4.270 0.092 -1.757  -0.01
C -5.060 0.746 -2.696  -0.26
C -6.387 1.344 -2.314  -0.03
C -4.609 0.845 -4.008  -0.02
C -3.378 0.333 -4.384  -0.02
C 0.656 -1.219 -2.246  -0.03
C 0.546 -2.681 -2.631  -0.39
O -0.190 -3.448 -2.102  0.20
N 1.339 -2.981 -3.770  0.20
C 2.735 -3.120 -3.533  -0.49
O 3.539 -2.296 -3.787  0.19
F 3.043 -4.275 -2.965  0.19
H -0.154 -2.420 0.125  0.08
H 0.590 -3.324 1.443  0.10
H 0.907 -1.605 1.287  0.10
H 3.343 -2.008 -1.220  0.13
H 2.979 -1.146 0.245  0.13
H 5.575 2.623 -2.807  0.09
H 4.448 3.406 -1.670  0.07
H 3.888 2.730 -3.222  0.08
H 4.360 -0.016 -3.217  0.10
H 0.366 3.107 -0.651  0.11
H 1.695 3.263 -1.544  0.09
H -0.820 1.606 -3.132  0.16
H -1.286 -1.930 -3.774  0.13
H -0.940 -0.530 -4.808  0.15
H -2.425 -0.933 -1.394  0.12
H -4.603 0.003 -0.735  0.12
H -6.704 0.962 -1.350  0.08
H -6.339 2.429 -2.292  0.09
H -7.137 1.073 -3.053  0.09
H -5.208 1.352 -4.750  0.12
H -3.012 0.414 -5.398  0.12
H 0.961 -3.809 -4.226  0.17
C -11.580 2.911 2.828  -0.06
C -11.125 1.722 2.011  -0.21
O -9.693 1.571 2.019  0.03
C -9.177 1.083 3.144  -0.62
O -9.788 0.734 4.119  0.13
O -7.850 1.031 3.002  0.00
C -7.154 0.585 4.169  -0.04
H -11.086 3.820 2.483  0.08
H -12.658 3.038 2.733  0.08
H -11.342 2.779 3.881  0.07
H -11.383 1.864 0.963  0.12
H -11.592 0.797 2.348  0.12
H -7.534 -0.378 4.504  0.09
H -7.242 1.320 4.966  0.10
H -6.109 0.482 3.891  0.09
C 5.504 -0.975 -5.880  -0.08
C 6.599 -1.018 -6.922  -0.20
O 6.079 -0.954 -8.257  0.04
C 5.647 0.244 -8.646  -0.61
O 5.670 1.254 -7.990  0.12
O 5.192 0.135 -9.892  0.01
C 4.638 1.340 -10.429  -0.03
H 4.775 -1.765 -6.058  0.07
H 5.922 -1.103 -4.881  0.08
H 4.975 -0.021 -5.913  0.07
H 7.129 -1.967 -6.870  0.13
H 7.328 -0.222 -6.772  0.13
H 5.351 2.158 -10.365  0.10
H 3.722 1.602 -9.902  0.10
H 4.412 1.132 -11.470  0.10
C -3.014 -4.455 2.866  -0.06
C -2.388 -3.816 4.088  -0.21
O -3.287 -2.894 4.719  0.03
C -4.285 -3.439 5.416  -0.61
O -4.470 -4.612 5.596  0.13
O -5.051 -2.445 5.861  0.00
C -6.235 -2.856 6.550  -0.04
H -3.368 -3.684 2.178  0.08
H -2.288 -5.082 2.347  0.08
H -3.867 -5.074 3.136  0.08
H -1.527 -3.213 3.802  0.11
H -2.045 -4.563 4.803  0.12
H -6.019 -3.523 7.381  0.10
H -6.917 -3.345 5.857  0.10
H -6.701 -1.951 6.928  0.09
C 1.750 -5.364 6.268  -0.06
C 1.554 -3.903 6.609  -0.20
O 2.695 -3.102 6.254  0.05
C 2.843 -2.844 4.963  -0.61
O 2.108 -3.194 4.072  0.10
O 3.953 -2.122 4.806  0.01
C 4.282 -1.822 3.451  -0.04
H 2.659 -5.744 6.735  0.08
H 0.902 -5.948 6.625  0.08
H 1.841 -5.511 5.193  0.07
H 1.453 -3.779 7.685  0.13
H 0.659 -3.493 6.141  0.12
H 3.448 -1.329 2.952  0.08
H 4.554 -2.731 2.915  0.10
H 5.134 -1.150 3.486  0.10
C 4.152 4.093 1.961  -0.06
C 3.696 5.439 2.481  -0.21
O 4.764 6.179 3.084  0.04
C 5.632 6.719 2.229  -0.61
O 5.573 6.655 1.027  0.11
O 6.568 7.350 2.930  0.01
C 7.613 7.930 2.143  -0.03
H 4.627 3.515 2.755  0.09
H 3.308 3.526 1.574  0.05
H 4.881 4.211 1.159  0.07
H 2.961 5.305 3.273  0.12
H 3.233 6.038 1.697  0.12
H 7.205 8.596 1.387  0.10
H 8.207 7.149 1.672  0.10
H 8.233 8.494 2.832  0.10

Highest occupied orbital energy   -12.1 eV
Total charge   +1
LUMO energy   -4.37 eV
Frontier orbital gap   0.2825 hartree
Electronic energy   -92307.6303 eV

---

Record 2
A structure of composition C39H63BMnN7. Source: the Open Molecules 2025 dataset; level of theory: ωB97M-V with the def2-TZVPD basis set.

Last column: Mulliken spin population.
CARTESIAN COORDINATES (ANGSTROEM)
Mn 0.147 -0.002 0.490  4.44
C -1.006 -3.305 1.725  -0.02
C -2.034 -3.221 0.599  0.00
C -3.194 -2.301 0.976  0.02
C -1.382 -2.782 -0.680  0.02
C -1.033 -3.571 -1.780  0.00
C -0.453 -2.704 -2.689  0.00
C 0.232 -3.115 -3.967  0.00
C -0.435 -2.630 -5.253  0.00
C 1.724 -2.780 -3.940  0.00
N -0.490 -1.468 -2.146  -0.03
N -1.025 -1.522 -0.893  0.10
B -0.019 -0.091 -2.699  -0.11
N 1.421 0.156 -2.140  -0.12
N 1.775 -0.505 -0.998  0.20
C 3.095 -0.444 -0.897  0.05
C 3.617 0.284 -1.976  -0.01
C 2.528 0.655 -2.736  0.00
C 2.540 1.541 -3.953  0.00
C 1.529 2.679 -3.820  0.00
C 2.387 0.798 -5.283  0.00
C 3.854 -1.114 0.213  -0.04
C 4.683 -2.267 -0.364  0.00
C 2.954 -1.601 1.342  0.05
N -1.012 1.001 -2.215  -0.07
N -0.898 1.353 -0.907  0.03
C -1.891 2.180 -0.614  -0.01
C -2.678 2.373 -1.756  0.01
C -2.106 1.598 -2.747  0.01
C -2.679 1.505 -4.143  0.00
C -2.434 0.210 -4.908  0.00
C -2.280 2.714 -4.996  0.00
C -2.108 2.703 0.775  0.07
C -2.170 4.229 0.784  0.00
C -3.390 2.109 1.363  0.00
H -1.464 -3.672 2.646  0.00
H -0.594 -2.316 1.940  0.07
H -0.179 -3.966 1.459  0.01
H -2.429 -4.226 0.415  0.00
H -2.833 -1.287 1.148  0.01
H -3.675 -2.643 1.894  0.00
H -3.939 -2.262 0.180  0.00
H -1.169 -4.634 -1.899  0.00
H 0.150 -4.207 -3.961  0.00
H -0.289 -1.561 -5.396  0.00
H -1.507 -2.829 -5.242  0.00
H 0.001 -3.145 -6.113  0.00
H 1.892 -1.705 -3.925  0.00
H 2.220 -3.190 -4.823  0.00
H 2.198 -3.197 -3.050  0.00
H 0.030 -0.120 -3.887  0.00
H 4.648 0.544 -2.158  0.00
H 3.541 1.983 -3.955  0.00
H 0.512 2.297 -3.879  0.00
H 1.668 3.411 -4.620  0.00
H 1.631 3.185 -2.859  0.00
H 1.398 0.351 -5.380  0.00
H 3.131 0.005 -5.378  0.00
H 2.523 1.496 -6.113  0.00
H 4.546 -0.369 0.620  0.00
H 4.022 -3.034 -0.775  0.00
H 5.293 -2.726 0.417  0.00
H 5.343 -1.927 -1.164  0.00
H 2.238 -2.341 0.970  0.00
H 2.390 -0.782 1.795  -0.03
H 3.554 -2.079 2.119  0.00
H -3.566 2.978 -1.854  0.00
H -3.758 1.577 -3.977  0.00
H -1.439 0.199 -5.349  0.00
H -3.156 0.127 -5.724  0.00
H -2.532 -0.668 -4.270  0.00
H -1.212 2.698 -5.220  0.00
H -2.502 3.650 -4.483  0.00
H -2.821 2.701 -5.946  0.00
H -1.265 2.360 1.384  -0.01
H -3.034 4.588 0.214  0.00
H -1.270 4.664 0.349  0.00
H -2.263 4.597 1.808  0.00
H -4.265 2.400 0.773  0.00
H -3.531 2.459 2.387  0.00
H -3.343 1.019 1.385  0.00
C 0.339 -1.474 4.438  0.01
C -0.631 -0.311 4.664  0.04
C -1.889 -0.427 3.804  0.04
C 0.087 1.017 4.525  0.02
C 0.201 1.788 5.670  -0.04
C 0.924 2.974 5.715  0.07
C 1.594 3.345 4.555  -0.04
C 1.520 2.619 3.378  0.00
C 2.360 3.117 2.216  0.06
C 1.530 3.651 1.046  0.00
C 3.384 2.103 1.706  0.01
C 0.680 1.439 3.268  0.16
N 0.479 0.836 2.102  -0.09
H -0.168 -2.442 4.504  0.00
H 1.132 -1.448 5.189  0.00
H 0.803 -1.382 3.456  0.01
H -0.960 -0.375 5.709  0.00
H -1.630 -0.311 2.754  0.04
H -2.600 0.361 4.064  0.00
H -2.380 -1.396 3.954  0.00
H -0.287 1.431 6.575  0.00
H 0.996 3.559 6.624  0.01
H 2.217 4.238 4.568  0.00
H 2.933 3.962 2.617  0.00
H 0.963 2.832 0.604  0.05
H 2.176 4.077 0.269  0.00
H 0.834 4.425 1.379  0.00
H 2.906 1.366 1.066  0.03
H 3.856 1.574 2.538  0.00
H 4.166 2.607 1.127  0.00

Highest occupied orbital energy (alpha / beta)   -2.2 / -2.6 eV
Total charge   -1
LUMO energy (alpha / beta)   2.46 / 2.46 eV
Frontier orbital gap (alpha / beta)   0.1728 / 0.1863 hartree
Electronic energy   -83898.7487 eV
Spin multiplicity   6